[1]
{"formula": "C5H10O3", "method": "wB97M-V/def2-TZVPD", "homo_energy_ev": -9.5, "e_tot_ev": -11487.5388, "relative_energy_kj_mol": 255.5, "smiles": "COC(C)=O.CC=O", "max_force_ha_per_bohr": 0.070, "symbols": ["C", "O", "C", "C", "O", "H", "H", "H", "H", "H", "H", "C", "C", "O", "H", "H", "H", "H"], "xyz": [[-1.835, 0.520, 0.321], [-0.592, -0.098, 0.643], [-0.049, -1.177, -0.436], [0.270, -2.454, 0.263], [-0.345, -0.967, -1.565], [-2.002, 0.636, -0.751], [-2.641, -0.081, 0.742], [-1.856, 1.511, 0.776], [0.891, -3.063, -0.393], [-0.662, -2.965, 0.510], [0.827, -2.253, 1.172], [0.941, 1.929, -0.609], [1.180, 0.863, 0.424], [1.749, -0.230, 0.112], [0.336, 2.748, -0.219], [0.465, 1.496, -1.488], [1.916, 2.310, -0.923], [1.408, 1.274, 1.421]], "forces_ev_per_angstrom": [[-0.0347, -0.2812, 0.0033], [0.2494, -0.7202, -0.9253], [-2.2050, 0.9752, 0.2536], [0.6282, 0.2719, 0.1024], [0.4634, -0.1795, 0.7088], [0.2158, -0.1099, -0.0427], [-0.1371, 0.0702, -0.0169], [0.0858, -0.0600, 0.0674], [-0.1672, -0.0409, -0.0466], [-0.0340, 0.0659, -0.1276], [-0.1129, 0.0248, 0.0243], [-0.8858, -0.4131, -0.0909], [3.2628, -1.2974, -0.8665], [-0.6444, 2.0248, 0.5657], [0.0615, 0.0241, -0.0205], [-0.0052, 0.0171, -0.0697], [0.0246, -0.0459, 0.2105], [-0.7652, -0.3260, 0.2706]]}

***

[2]
{"formula": "C22H26N4O5", "method": "wB97M-V/def2-TZVPD", "homo_energy_ev": -8.2, "e_tot_ev": -39437.1348, "relative_energy_kj_mol": 1.9, "smiles": "CCCCN1C(=O)NC(=O)/C(=C(\\C)N[C@@H](Cc2c[nH]c3ccccc23)C(=O)OC)C1=O", "max_force_ha_per_bohr": 0.012, "symbols": ["C", "C", "C", "C", "N", "C", "O", "N", "C", "O", "C", "C", "C", "N", "C", "C", "C", "C", "N", "C", "C", "C", "C", "C", "C", "C", "O", "O", "C", "C", "O", "H", "H", "H", "H", "H", "H", "H", "H", "H", "H", "H", "H", "H", "H", "H", "H", "H", "H", "H", "H", "H", "H", "H", "H", "H", "H"], "xyz": [[3.675, 0.594, -3.019], [3.772, -0.196, -1.720], [2.776, -1.352, -1.693], [2.863, -2.171, -0.405], [2.543, -1.361, 0.764], [3.578, -0.986, 1.593], [4.724, -1.333, 1.425], [3.203, -0.194, 2.643], [1.946, 0.330, 2.926], [1.833, 1.064, 3.890], [0.902, -0.087, 2.016], [-0.398, 0.444, 2.125], [-0.707, 1.505, 3.121], [-1.351, 0.005, 1.323], [-2.667, 0.552, 1.131], [-3.356, -0.192, -0.039], [-2.418, -0.361, -1.189], [-1.907, -1.546, -1.639], [-1.030, -1.324, -2.658], [-0.932, 0.019, -2.875], [-0.160, 0.729, -3.786], [-0.269, 2.102, -3.780], [-1.132, 2.758, -2.898], [-1.903, 2.060, -1.996], [-1.805, 0.668, -1.969], [-3.559, 0.401, 2.363], [-4.452, 1.156, 2.642], [-3.250, -0.693, 3.054], [-4.038, -0.953, 4.208], [1.216, -1.020, 0.958], [0.379, -1.517, 0.199], [3.875, -0.051, -3.873], [2.678, 1.017, -3.132], [4.397, 1.406, -3.027], [4.784, -0.587, -1.598], [3.576, 0.475, -0.880], [2.972, -2.022, -2.532], [1.762, -0.961, -1.797], [3.876, -2.549, -0.257], [2.154, -3.002, -0.442], [3.946, 0.084, 3.275], [-0.558, 1.110, 4.125], [-1.723, 1.874, 3.024], [-0.005, 2.331, 3.020], [-1.045, -0.722, 0.656], [-2.609, 1.621, 0.887], [-4.241, 0.377, -0.329], [-3.673, -1.179, 0.304], [-2.114, -2.542, -1.299], [-0.490, -2.033, -3.122], [0.499, 0.219, -4.473], [0.320, 2.687, -4.472], [-1.193, 3.836, -2.932], [-2.576, 2.580, -1.331], [-3.649, -1.871, 4.640], [-5.087, -1.071, 3.932], [-3.952, -0.128, 4.918]], "forces_ev_per_angstrom": [[0.0715, -0.0282, 0.2485], [-0.1347, -0.1109, -0.2339], [0.2007, 0.0878, 0.3093], [-0.0572, -0.2552, -0.4044], [0.0793, -0.2201, -0.1779], [-0.1231, 0.0849, 0.1509], [0.2898, -0.0312, -0.0221], [0.2646, 0.1986, 0.3564], [0.0208, -0.1485, -0.2001], [0.0420, 0.1524, 0.2380], [-0.1154, -0.0179, -0.0246], [0.1792, -0.1251, -0.0397], [-0.2009, 0.1357, 0.0591], [0.2054, -0.2696, -0.3038], [-0.3945, 0.2049, 0.2475], [0.2328, 0.0527, -0.0867], [-0.2134, -0.4069, -0.0345], [-0.4181, 0.2188, 0.1991], [0.1943, -0.3571, -0.2073], [-0.1211, 0.5743, 0.0976], [0.0416, -0.0254, -0.0637], [0.0783, -0.0708, -0.0843], [-0.0581, 0.2236, 0.0572], [0.0290, -0.0277, -0.0098], [0.2924, -0.2016, -0.2772], [0.0701, 0.2478, -0.2190], [-0.0459, 0.0010, -0.0087], [0.2805, -0.1788, -0.1385], [-0.3365, 0.0620, 0.2795], [-0.1215, 0.1307, 0.2318], [0.0617, -0.0976, -0.0686], [0.0131, -0.0363, -0.1450], [-0.0861, 0.0638, -0.0635], [0.0435, 0.1083, -0.0902], [0.0378, 0.0275, 0.0917], [0.0618, -0.0049, 0.0608], [-0.0276, -0.0400, -0.0798], [-0.0360, -0.0469, -0.0813], [-0.1662, 0.0070, -0.0065], [0.1487, 0.0601, 0.0429], [-0.1368, -0.0558, -0.1474], [-0.0076, 0.0330, -0.0028], [-0.0412, 0.0526, -0.0287], [-0.0261, -0.0145, 0.0304], [0.0147, 0.2072, 0.1843], [-0.0697, -0.1780, 0.1391], [-0.0235, -0.0398, 0.1097], [-0.0686, 0.0182, 0.0368], [0.0000, -0.1823, 0.0998], [-0.0382, 0.0777, 0.0678], [0.0835, -0.0229, -0.0764], [0.0526, 0.0277, -0.0611], [-0.0177, 0.0837, 0.0069], [-0.0686, 0.0834, 0.0697], [-0.0079, 0.0454, -0.0325], [0.0801, -0.0048, 0.0453], [-0.0079, -0.0720, -0.0402]]}